Here is a molecular structure, C22H19CuF6N4S2SbSeTe from the Open Molecules 2025 dataset. Energies are from ωB97M-V/def2-TZVPD.

Each line ends with the Mulliken spin population.
Cartesian coordinates (Å):
Cu  2.795  -0.271  0.711  0.053
F  3.804  -1.366  -1.088  0.003
Sb  5.690  -0.980  -1.265  0.001
F  7.541  -0.680  -1.319  0.000
F  5.881  -2.161  0.209  0.005
F  5.509  0.430  -0.016  0.005
F  5.825  -2.389  -2.498  0.000
F  5.281  0.252  -2.621  0.000
Te  4.242  -1.057  2.634  0.903
C  3.238  -0.198  4.222  -0.104
C  3.410  -0.481  5.553  0.056
C  2.602  0.320  6.402  -0.033
C  1.836  1.208  5.704  0.080
S  2.094  1.067  4.023  0.001
H  4.094  -1.241  5.904  0.004
H  2.597  0.247  7.479  0.000
H  1.147  1.939  6.095  0.004
C  0.270  2.485  -2.920  0.000
N  -0.001  2.451  -1.493  0.001
C  0.916  2.223  -0.523  0.001
Se  2.697  1.824  -0.733  0.010
N  0.257  2.313  0.656  0.001
C  -1.089  2.587  0.458  0.000
C  -2.155  2.727  1.328  0.000
C  -3.400  2.961  0.763  0.000
C  -3.566  3.050  -0.622  0.000
C  -2.492  2.910  -1.491  0.000
C  -1.252  2.678  -0.920  0.000
H  1.307  2.204  -3.077  0.000
H  0.097  3.488  -3.308  0.000
H  -0.381  1.777  -3.434  0.000
H  0.742  2.215  1.534  -0.001
H  -2.024  2.666  2.401  0.000
H  -4.260  3.076  1.408  0.000
H  -4.553  3.228  -1.027  0.000
H  -2.618  2.983  -2.562  0.000
S  -3.565  -1.029  -0.543  0.000
C  -1.831  -1.066  -0.187  -0.001
C  -0.864  -1.312  -1.156  0.002
C  0.468  -1.243  -0.800  0.002
N  0.878  -0.926  0.434  -0.002
C  -0.054  -0.718  1.368  0.005
C  -1.411  -0.787  1.108  0.002
C  -3.679  -2.314  -1.765  0.000
C  -3.477  -3.645  -1.425  0.000
C  -3.598  -4.602  -2.420  0.000
N  -3.913  -4.320  -3.685  0.000
C  -4.113  -3.042  -3.992  0.000
C  -4.005  -2.004  -3.075  0.000
H  -1.138  -1.553  -2.174  0.000
H  1.255  -1.413  -1.527  0.002
H  0.305  -0.499  2.368  0.001
H  -2.129  -0.627  1.902  0.000
H  -3.229  -3.927  -0.411  0.000
H  -3.442  -5.649  -2.188  0.000
H  -4.366  -2.831  -5.024  0.000
H  -4.174  -0.979  -3.375  0.000

Calculated values
- E_tot: -190879.965 eV
- Spin multiplicity: 2
- Highest occupied orbital energy (spin up / spin down): -8.17 / -8.16 eV
- Orbital gap (spin up / spin down): 0.2854 / 0.2196 Ha
- Total charge: 0
- ⟨S²⟩: 0.762